Record 1
# C4H4N2O2

An isolated molecule of C4H4N2O2 in a non-equilibrium geometry (ωB97M-V/def2-TZVPD, the OMol25 dataset).

```
12
Properties=species:S:1:pos:R:3:lowdin_charge:R:1
C -2.4821 0.0039 0.3776 0.022
C 1.0593 1.5636 0.1410 0.025
C 1.7642 0.3332 0.1116 0.009
C 0.8660 -0.7348 0.0193 -0.520
H -2.3689 1.0550 0.6903 0.065
H -3.4033 -0.4796 0.7758 0.073
H 1.2815 2.5964 0.3622 0.119
H 2.8825 0.1246 0.5646 0.180
N -1.5359 -0.7006 -0.2752 0.072
N -0.3306 -0.0782 -0.4424 -0.128
O -0.2561 1.2482 -0.2732 -0.045
O 1.1847 -1.8532 0.1147 0.127
```

Computed properties:
LUMO level = 0.1 eV
HOMO level = -9.18 eV
SMILES string = C=Nn1occc1=O
E = -11283.21043 eV
spin multiplicity = 1
total charge = 0

Record 2
# C4H4N2O2

An isolated molecule of C4H4N2O2 in a non-equilibrium geometry (ωB97M-V/def2-TZVPD, the OMol25 dataset).

```
12
Properties=species:S:1:pos:R:3:lowdin_charge:R:1
C -0.4155 1.1436 -0.3008 -0.335
C -1.1320 0.3777 -1.1377 -0.054
C -0.1732 -1.5497 -0.2233 -0.089
C 0.6767 -0.7537 0.5172 -0.304
H 0.3972 2.6185 0.4364 0.076
H -2.0098 0.8144 -1.8114 0.154
H -0.1022 -2.6104 -0.1112 0.112
H 2.2101 -0.6824 1.7112 -0.024
N -1.1833 -1.0381 -0.9225 0.096
N 0.3335 0.4512 0.6139 0.182
O -0.3581 2.5192 -0.1098 0.074
O 1.7566 -1.2902 1.3380 0.112
```

Computed properties:
LUMO level = 0.2 eV
HOMO level = -9.65 eV
SMILES string = Oc1cncc(O)n1
E = -11286.11277 eV
spin multiplicity = 1
total charge = 0

Record 3
# C4H4N2O3SSi

An isolated molecule of C4H4N2O3SSi in a non-equilibrium geometry (ωB97M-V/def2-TZVPD, the OMol25 dataset).

```
15
Properties=species:S:1:pos:R:3:lowdin_charge:R:1
C 0.4900 -0.6851 2.5992 -0.323
C 0.1525 -1.2852 -1.6437 -0.283
C -0.3251 -0.9982 1.4451 -0.771
C 1.4090 1.2999 -0.0816 -0.191
N 1.2443 -0.2766 3.3728 0.175
N -1.8716 0.6815 -0.6268 -0.400
O 0.6378 -1.1505 -2.7387 0.007
O -2.7220 -0.2014 -0.5806 -0.047
O -1.9903 1.8199 -1.0003 0.020
Si 0.1413 0.0262 -0.1037 0.770
S -1.5225 -2.1737 1.3389 0.783
H -0.5889 -2.0743 -1.5342 0.052
H 1.3327 1.6933 -1.1770 0.086
H 1.0942 2.1006 0.6061 0.046
H 2.5186 1.2235 0.1245 0.076
```

Computed properties:
LUMO level (alpha / beta) = -2.6 / -2.6 eV
HOMO level (alpha / beta) = -9.71 / -9.71 eV
SMILES string = C[Si@@](C=O)(C(=S)C#N)[N+](=O)[O-]
E = -32043.12517 eV
spin multiplicity = 1
total charge = 0

Record 4
# C4H4N2OS

An isolated molecule of C4H4N2OS in a non-equilibrium geometry (ωB97M-V/def2-TZVPD, the OMol25 dataset).

```
12
Properties=species:S:1:pos:R:3:lowdin_charge:R:1
C 0.3603 1.5760 -0.0798 -0.142
C -0.4219 1.0631 0.9474 -0.246
C 0.9733 0.7399 -0.9739 -0.113
C -0.1249 -1.3137 -0.6231 -0.579
N 0.8639 -0.5957 -0.9966 0.093
N -0.5568 -2.3230 -1.1695 0.171
O -0.7119 -1.1274 2.2505 -0.532
S -1.0753 -0.5652 0.9307 0.963
H 0.6101 2.6895 0.1095 0.140
H -0.5618 1.7292 1.8477 0.109
H 1.8710 1.0315 -1.4425 0.105
H -1.2260 -2.9044 -0.8004 0.029
```

Computed properties:
LUMO level (alpha / beta) = -1.5 / -1.5 eV
HOMO level (alpha / beta) = -8.85 / -8.85 eV
E = -20071.81355 eV
spin multiplicity = 1
total charge = 0

Record 5
# C4H4N2OS

A cluster of 2 separate species, C4H4N2OS in total in a non-equilibrium geometry (ωB97M-V/def2-TZVPD, the OMol25 dataset).

```
12
Properties=species:S:1:pos:R:3:lowdin_charge:R:1
C -1.0524 -0.6087 -0.5386 -0.229
C -1.0109 -0.2977 0.8414 -0.208
C -0.6572 0.4288 -1.3165 -0.444
C -0.5850 0.9679 1.0769 -0.429
N 2.3972 -0.5791 -0.0096 -0.318
N 1.9557 -1.3504 -0.6689 0.251
O 2.8469 0.2266 0.6789 0.099
S -0.2267 1.8100 -0.3826 0.958
H -1.3619 -1.5596 -0.9291 0.099
H -1.2793 -0.9915 1.6182 0.100
H -0.5795 0.4797 -2.3831 0.058
H -0.4469 1.4741 2.0131 0.061
```

Computed properties:
LUMO level = 0.9 eV
HOMO level = -9.11 eV
SMILES string = N#[N+][O-].c1ccsc1
E = -20073.59149 eV
spin multiplicity = 1
total charge = 0

Record 6
# C4H4N2S

An isolated molecule of C4H4N2S in a non-equilibrium geometry (ωB97M-V/def2-TZVPD, the OMol25 dataset).

```
11
Properties=species:S:1:pos:R:3:lowdin_charge:R:1
C -2.4518 1.4560 0.1318 -0.250
C -0.1502 1.3247 -0.4862 0.118
C -1.2659 0.7026 -0.0868 -0.339
C -1.3913 -0.7502 0.0899 -0.860
N -3.3827 2.0929 0.3242 0.185
N -0.2979 -1.4357 0.4632 0.086
S -2.8164 -1.5051 -0.2296 0.700
H 0.7601 0.7890 -0.6968 0.074
H -0.1381 2.3884 -0.6525 0.084
H 0.5518 -0.9752 0.7429 0.103
H -0.3791 -2.4316 0.5864 0.098
```

Computed properties:
LUMO level = -0.7 eV
HOMO level = -8.87 eV
SMILES string = C=C(C#N)C(N)=S
E = -18027.26113 eV
spin multiplicity = 1
total charge = 0

Record 7
# C4H4N2S

An isolated molecule of C4H4N2S in a non-equilibrium geometry (ωB97M-V/def2-TZVPD, the OMol25 dataset).

```
11
Properties=species:S:1:pos:R:3:lowdin_charge:R:1
C 0.5690 0.6840 0.0432 -0.130
C -0.4540 -0.2156 0.1598 -0.338
C -1.4551 -0.0208 1.1694 -0.669
C -0.5155 -1.2517 -0.8386 -0.221
H 2.4789 1.0329 -0.6133 0.116
H 1.7280 -0.2408 -1.3951 0.109
H 0.5720 1.5615 0.7185 0.148
H -1.2988 0.8478 1.7936 0.045
N 1.5943 0.5727 -0.8026 0.116
N -0.4874 -1.9851 -1.7268 0.165
S -2.7314 -0.9848 1.4919 0.659
```

Computed properties:
LUMO level = -0.4 eV
HOMO level = -8.60 eV
SMILES string = N#C/C(C=S)=C\N
E = -18027.21233 eV
spin multiplicity = 1
total charge = 0

Record 8
# C4H4N2S

An isolated molecule of C4H4N2S in a non-equilibrium geometry (ωB97M-V/def2-TZVPD, the OMol25 dataset).

```
11
Properties=species:S:1:pos:R:3:lowdin_charge:R:1
C -0.0322 0.4086 -1.1104 -0.894
C 0.6986 1.6132 -1.2849 -0.254
C -0.0065 -0.0016 1.1974 -0.187
C -0.4892 -1.2318 0.7206 -0.085
H -0.4917 0.6518 1.9436 0.124
H 1.0437 0.2824 1.4504 0.139
H -0.0850 -2.0727 0.0310 0.116
H -1.5664 -1.6521 1.1585 0.169
N 1.3292 2.5519 -1.7302 0.157
N -0.7137 0.0623 -0.0639 -0.081
S 0.3131 -0.6122 -2.3121 0.796
```

Computed properties:
LUMO level = -1.0 eV
HOMO level = -9.11 eV
SMILES string = N#CC(=S)N1CC1
E = -18024.08934 eV
spin multiplicity = 1
total charge = 0

Record 9
# C4H4N2S

An isolated molecule of C4H4N2S in a non-equilibrium geometry (ωB97M-V/def2-TZVPD, the OMol25 dataset).

```
11
Properties=species:S:1:pos:R:3:lowdin_charge:R:1
C -0.4273 1.9254 0.0006 0.025
C 0.1739 0.7286 -0.0034 -0.547
C 1.5289 -1.3243 0.0009 -0.455
C -0.5623 -0.5825 -0.0015 -0.461
H 0.1298 2.8321 0.0113 0.051
H -1.5231 1.9898 -0.0148 0.079
H 2.3854 -2.0173 -0.0116 0.087
H -2.1162 -1.6082 0.0166 0.051
N 0.3251 -1.6932 -0.0004 0.040
N -1.8217 -0.6517 0.0008 0.168
S 1.9076 0.4013 0.0014 0.962
```

Computed properties:
LUMO level = -0.2 eV
HOMO level = -8.87 eV
SMILES string = [H]/N=C1\N=CSC1=C
E = -18027.24737 eV
spin multiplicity = 1
total charge = 0

Record 10
# C4H4N2S

An isolated molecule of C4H4N2S in a non-equilibrium geometry (ωB97M-V/def2-TZVPD, the OMol25 dataset).

```
11
Properties=species:S:1:pos:R:3:lowdin_charge:R:1
C -1.1808 0.6787 -0.1046 -0.474
C -0.0467 0.1240 0.0828 -0.382
C 1.1467 0.9914 0.0862 -0.196
C 0.6067 -1.2041 0.0963 -0.114
H -1.8615 -1.3533 0.2530 -0.086
H -1.3552 1.8242 -0.4044 0.137
H 1.0635 2.1666 0.3255 0.163
H 0.1914 -2.1471 0.3611 0.082
N 2.2004 0.3794 -0.2713 0.030
N 1.9260 -1.1829 -0.2685 0.087
S -2.6904 -0.2768 -0.1560 0.753
```

Computed properties:
LUMO level = -0.7 eV
HOMO level = -9.56 eV
SMILES string = SC=C1C=NN=C1
E = -18024.38827 eV
spin multiplicity = 1
total charge = 0

Energy above the lowest of the compared OMol25 structures with the same formula, charge and spin values, unit kcal per mole, following the record order: 122.9; 56.0; 18.1; 90.3; 49.3; 22.6; 23.7; 95.7; 22.9; 88.8.